Here is a molecular structure, C3H4N2O from the Open Molecules 2025 dataset. Energies are from ωB97M-V/def2-TZVPD.

Structure (XYZ):
```
10
C3H4N2O, DFT ωB97M-V/def2-TZVPD
O 1.176 -1.240 1.543
C 1.000 -0.862 0.474
C 0.917 -0.277 -0.828
N 0.547 0.952 -0.139
C -0.756 0.876 0.259
N -1.447 -0.214 0.192
H 1.907 -0.202 -1.285
H 0.170 -0.763 -1.468
H -1.133 1.818 0.674
H -2.379 -0.088 0.577
```

Values from the calculation:
F_max: 1.31 eV/Å
HOMO: -8.655 eV
ΔE to the lowest compared entry with this formula, charge and spin: 74.0 kcal per mole
multiplicity: 1
frontier orbital gap: 9.235 eV
DFT total energy: -301.369359 a.u.